{
  "formula": "C34H39N5O2P2PdS2",
  "method": "wB97M-V/def2-TZVPD",
  "e_homo_ev": [-8.063, -8.061],
  "spin_multiplicity": 3,
  "e_above_lowest_ev": 0.1784,
  "total_charge": 0,
  "species": ["Pd", "C", "C", "C", "C", "C", "C", "C", "C", "C", "H", "H", "H", "H", "H", "H", "H", "H", "H", "H", "H", "H", "H", "H", "H", "P", "P", "N", "N", "N", "N", "C", "C", "C", "C", "C", "C", "C", "C", "C", "C", "C", "C", "C", "C", "C", "C", "C", "C", "H", "H", "H", "H", "H", "H", "H", "H", "H", "H", "H", "H", "H", "H", "H", "H", "H", "H", "H", "H", "O", "S", "O", "N", "C", "S", "C", "C", "C", "C", "C", "C", "H", "H", "H", "H"],
  "positions_angstrom": [[-0.43523, -2.92667, -2.30834], [-1.03791, 2.88143, -0.52359], [-1.41949, 2.03028, -1.47782], [-1.03925, 1.98940, -2.92950], [0.19105, 1.12742, -3.31100], [1.51087, 1.70490, -2.90496], [1.76887, 2.72071, -2.06834], [0.96714, 3.96549, -1.74388], [0.05301, 3.86559, -0.52115], [1.16855, -2.37114, -1.33409], [-1.62082, 2.96278, 0.38386], [-1.95250, 1.12333, -1.11424], [-0.97740, 2.99663, -3.37251], [-1.89949, 1.51313, -3.42147], [0.05358, 0.08087, -2.93566], [0.18966, 1.08215, -4.41300], [2.35448, 1.11415, -3.29355], [2.77418, 2.76377, -1.61975], [0.42863, 4.41951, -2.58157], [1.70279, 4.73498, -1.45031], [0.66339, 3.69542, 0.36635], [-0.42846, 4.82555, -0.33260], [0.74947, -1.52754, -0.69536], [1.86580, -1.96838, -2.13325], [1.52624, -3.20497, -0.68882], [1.45737, -1.34287, -7.02863], [-2.10708, -0.73909, -6.82090], [2.77844, -0.20678, -7.30275], [2.08708, -2.55198, -8.19214], [-2.21097, 0.99054, -7.23070], [-3.71590, -1.10260, -7.55605], [0.33955, -0.51993, -8.24236], [-1.06458, -1.15360, -8.31407], [3.67462, 0.18107, -6.29989], [4.60959, 1.03895, -6.86370], [4.30008, 1.17220, -8.25287], [3.16899, 0.40844, -8.49789], [2.34625, -3.87653, -7.81466], [2.80567, -4.56876, -8.92359], [2.84152, -3.65303, -10.02367], [2.39442, -2.42428, -9.55230], [-2.10908, 1.99848, -6.26226], [-1.98476, 3.22916, -6.89097], [-2.06303, 2.99142, -8.30085], [-2.19288, 1.62161, -8.48186], [-4.49374, -0.41945, -8.50384], [-5.46865, -1.27798, -8.99917], [-5.31472, -2.53155, -8.32136], [-4.24502, -2.40529, -7.44877], [0.75241, -0.54499, -9.25495], [0.28561, 0.53154, -7.92114], [-1.59091, -0.84814, -9.22971], [-1.04084, -2.25638, -8.34294], [3.53214, -0.17925, -5.28920], [5.41880, 1.52947, -6.34610], [4.82769, 1.75253, -8.99435], [2.60747, 0.30690, -9.41755], [2.15033, -4.18748, -6.79455], [3.03993, -5.62552, -8.96053], [3.09851, -3.86527, -11.05084], [2.24739, -1.49944, -10.09084], [-2.12938, 1.74091, -5.21964], [-1.80505, 4.17785, -6.40367], [-1.99597, 3.72357, -9.09676], [-2.28209, 1.05288, -9.39946], [-4.30881, 0.61265, -8.76718], [-6.21104, -1.01930, -9.74217], [-5.93913, -3.40530, -8.46036], [-3.79538, -3.11964, -6.77069], [-1.70261, 1.98263, 2.20012], [-0.53203, 1.14424, 2.00822], [0.75466, 1.79892, 1.94707], [-0.75722, 0.05262, 0.78795], [-0.87049, -1.22714, 1.17400], [-1.29886, -2.49040, 0.11616], [-0.63933, -1.38246, 2.62206], [-0.40595, -2.52441, 3.39041], [0.09652, -2.39154, 4.69661], [0.27530, -1.11924, 5.27914], [-0.06305, 0.01107, 4.53186], [-0.48914, -0.13667, 3.22560], [-0.55643, -3.47010, 2.86878], [0.38534, -3.27969, 5.25053], [0.65549, -0.99192, 6.29491], [-0.01510, 1.02265, 4.90978]],
  "forces_ev_per_angstrom": [[-1.40, 0.00, 0.13], [-0.57, 0.00, -0.65], [0.22, -0.80, 0.75], [-0.03, -0.49, -0.22], [-0.67, 1.00, -0.76], [0.32, -0.59, 0.75], [0.51, 0.23, -0.56], [-0.02, 0.41, 0.88], [-0.02, 0.83, -0.41], [1.53, 1.63, 0.66], [0.20, -0.73, 0.03], [-0.34, 1.03, -0.46], [0.19, -0.39, 0.20], [0.11, 0.13, 0.14], [0.30, 0.67, -0.08], [-0.05, -0.34, 0.08], [-0.14, 0.03, 0.73], [-0.23, 0.01, -0.67], [0.09, -0.51, -0.10], [-0.10, -0.27, -0.31], [0.01, -0.21, 0.08], [0.20, 0.45, -0.06], [1.15, -0.86, -0.92], [-0.46, -0.68, 1.08], [0.03, 0.67, -0.67], [1.78, 0.19, -2.60], [-1.65, 1.76, -2.47], [0.16, 0.42, 0.53], [-0.31, -0.72, 0.36], [0.25, 0.56, 0.60], [-0.25, -1.09, 0.20], [-0.83, -0.03, 0.24], [-0.13, -0.43, 0.39], [0.17, 0.54, -1.07], [-0.61, -0.62, 0.22], [-0.99, -0.74, 0.29], [0.61, 0.49, 0.70], [0.08, 0.36, -0.99], [-0.33, 0.42, 0.44], [-0.61, 0.81, 0.87], [0.03, -1.12, 0.30], [0.25, 0.40, -1.05], [-0.12, -1.01, 0.15], [0.09, -1.12, 0.26], [0.29, 0.57, 0.40], [-0.14, -0.85, -0.15], [0.97, 0.25, 0.93], [0.58, 0.38, 0.30], [-0.30, 0.79, -0.72], [0.04, 0.08, 0.40], [-0.12, -0.18, -0.18], [0.11, -0.07, 0.39], [0.26, 0.23, -0.07], [0.12, 0.09, -0.15], [-0.04, -0.09, 0.04], [-0.03, 0.00, 0.10], [0.24, 0.05, 0.36], [0.12, 0.00, -0.24], [0.05, 0.22, 0.07], [0.09, 0.01, 0.13], [0.13, -0.35, 0.12], [0.06, 0.03, -0.05], [-0.21, -0.14, -0.02], [-0.07, -0.15, 0.17], [0.09, 0.22, 0.25], [-0.04, -0.27, 0.21], [0.08, -0.02, 0.16], [0.19, 0.09, 0.10], [-0.11, 0.09, -0.08], [0.79, -0.99, -0.03], [-0.41, -0.08, 0.93], [-0.67, -0.57, -0.24], [-0.40, -2.08, -0.80], [0.11, 3.59, -0.47], [-0.75, -0.84, 0.08], [0.30, -0.05, 1.39], [0.15, 0.23, -0.42], [-0.08, 0.38, -0.16], [-0.45, -0.28, -0.52], [-0.26, 0.01, -0.12], [0.62, -0.39, 0.47], [0.21, -0.05, 0.53], [-0.16, 0.10, -0.05], [-0.11, -0.22, -0.35], [0.31, -0.04, 0.29]],
  "lowdin_spin": [0.985, 0.000, 0.000, 0.000, 0.006, 0.000, 0.003, 0.000, 0.000, 0.327, 0.000, 0.000, 0.000, 0.000, 0.010, 0.000, 0.000, 0.000, 0.000, 0.000, 0.000, 0.000, 0.024, 0.049, 0.033, 0.001, 0.000, 0.000, 0.000, 0.000, 0.000, 0.000, 0.000, 0.000, 0.000, 0.000, 0.000, 0.000, 0.000, 0.000, 0.000, 0.000, 0.000, 0.000, 0.000, 0.000, 0.000, 0.000, 0.000, 0.000, 0.000, 0.000, 0.000, 0.000, 0.000, 0.000, 0.000, 0.000, 0.000, 0.000, 0.000, 0.000, 0.000, 0.000, 0.000, 0.000, 0.000, 0.000, 0.000, 0.007, 0.002, 0.004, 0.045, 0.058, 0.420, 0.015, 0.004, 0.001, -0.001, 0.002, 0.000, 0.003, 0.000, 0.000, 0.000]
}


{
  "formula": "C27H52NO10",
  "method": "wB97M-V/def2-TZVPD",
  "e_homo_ev": [-8.411, -9.696],
  "spin_multiplicity": 2,
  "total_charge": 0,
  "species": ["C", "C", "O", "O", "C", "C", "C", "O", "C", "C", "C", "C", "C", "C", "C", "C", "C", "C", "N", "O", "C", "C", "C", "C", "H", "H", "H", "H", "H", "H", "H", "H", "H", "H", "H", "H", "H", "H", "H", "H", "H", "H", "H", "H", "H", "H", "H", "H", "H", "H", "H", "H", "H", "H", "H", "H", "H", "H", "H", "H", "C", "C", "O", "C", "O", "O", "C", "H", "H", "H", "H", "H", "H", "H", "H", "C", "C", "O", "C", "O", "O", "C", "H", "H", "H", "H", "H", "H", "H", "H"],
  "positions_angstrom": [[-5.64292, -1.29657, -1.50460], [-5.58545, 0.20165, -1.50016], [-6.56233, 0.90090, -1.37089], [-4.34059, 0.71994, -1.66957], [-3.86759, 1.53267, -0.55753], [-2.39288, 1.24391, -0.28796], [-2.11103, 0.48044, 1.01811], [-2.82481, 1.22772, 2.00909], [-2.84329, 0.69459, 3.31713], [-3.10007, 1.79588, 4.34554], [-2.20827, 3.01582, 4.07788], [-4.58323, 2.17632, 4.51681], [-5.33552, 1.16596, 5.38750], [-5.33334, 2.39684, 3.20480], [-2.67980, -0.95154, 0.86725], [-1.71366, -2.15690, 0.67167], [-2.17117, -2.90837, -0.58596], [-1.76839, -3.17572, 1.84201], [-0.31431, -1.70876, 0.45375], [0.03685, -1.53762, -0.76451], [0.24233, -0.70662, 1.39544], [1.68642, -0.41959, 0.96966], [0.30847, -1.20866, 2.84217], [-0.59035, 0.58799, 1.29362], [-6.58979, -1.61324, -1.93744], [-4.82513, -1.72307, -2.08229], [-5.58234, -1.66468, -0.47997], [-3.99566, 2.57682, -0.84125], [-4.49881, 1.34963, 0.30971], [-1.86586, 2.19863, -0.23190], [-1.99439, 0.67510, -1.13011], [-3.63011, -0.06710, 3.40843], [-1.89842, 0.19797, 3.56024], [-2.77356, 1.37823, 5.30550], [-2.44570, 3.79912, 4.79842], [-1.15899, 2.74350, 4.20766], [-2.36501, 3.39727, 3.07102], [-4.59836, 3.13096, 5.05459], [-4.80206, 0.99233, 6.32324], [-5.50223, 0.22308, 4.86380], [-6.31094, 1.58031, 5.65194], [-6.40147, 2.52604, 3.39213], [-5.22355, 1.55028, 2.52612], [-4.98767, 3.28353, 2.66910], [-3.34586, -1.18785, 1.69716], [-3.32364, -0.92866, -0.01035], [-3.13466, -3.36938, -0.35384], [-1.46992, -3.70171, -0.83976], [-2.31951, -2.23821, -1.42964], [-0.76862, -3.37663, 2.22050], [-2.15327, -4.13218, 1.49240], [-2.35897, -2.81452, 2.68246], [1.71732, 0.18157, 0.06384], [2.23093, 0.07200, 1.77482], [2.18475, -1.36629, 0.75474], [-0.63719, -1.55809, 3.24073], [0.62328, -0.36682, 3.46292], [1.07061, -1.98217, 2.94477], [-0.14589, 1.19753, 0.50610], [-0.44437, 1.14645, 2.22009], [3.31883, 0.56617, -2.84326], [2.58215, 1.86046, -2.58260], [3.48138, 2.97425, -2.45059], [3.94403, 3.46937, -3.59508], [3.65587, 3.09615, -4.70145], [4.77912, 4.46762, -3.30654], [5.38544, 5.07751, -4.44877], [4.07557, 0.39253, -2.07719], [2.62081, -0.27149, -2.83749], [3.82010, 0.59312, -3.81044], [2.05370, 1.81810, -1.63185], [1.85307, 2.07069, -3.36438], [4.63113, 5.39200, -5.16620], [6.07873, 4.38554, -4.92404], [5.92529, 5.94146, -4.07350], [8.81141, -2.30164, -2.68852], [8.03723, -3.44075, -2.06243], [6.62492, -3.17820, -2.04261], [5.99352, -3.38206, -3.19721], [6.48820, -3.78929, -4.21499], [4.71123, -3.06699, -3.02740], [3.90809, -3.19743, -4.20378], [8.57545, -1.36196, -2.18799], [9.88223, -2.48502, -2.60037], [8.56552, -2.19797, -3.74430], [8.30903, -3.56335, -1.01591], [8.22439, -4.38237, -2.57721], [4.01339, -4.18918, -4.63716], [4.18870, -2.44101, -4.93511], [2.88146, -3.03630, -3.88875]],
  "forces_ev_per_angstrom": [[-0.02, -0.16, -0.52], [-0.88, 0.74, -0.18], [0.65, -0.40, 0.19], [0.36, -0.64, 0.60], [-0.15, 0.35, -0.45], [-0.20, 0.18, 0.17], [0.17, 0.06, -0.24], [-0.02, -0.15, -0.01], [-0.21, -0.07, 0.24], [0.18, 0.24, 0.00], [-0.25, -0.26, 0.13], [-0.13, 0.00, -0.04], [-0.01, 0.36, -0.02], [-0.05, 0.09, -0.15], [-0.10, -0.11, 0.14], [-0.29, -0.54, -0.19], [-0.11, 0.03, 0.18], [0.47, 0.12, -0.02], [-0.25, 0.52, -0.14], [0.02, -0.08, 0.03], [0.38, 0.19, 0.28], [-0.09, -0.31, -0.16], [0.02, 0.19, -0.01], [0.08, -0.18, 0.05], [-0.03, -0.01, 0.14], [0.07, 0.02, 0.08], [0.02, 0.05, 0.04], [-0.05, 0.00, 0.04], [0.05, -0.03, 0.05], [0.04, -0.03, -0.04], [0.16, 0.05, 0.02], [0.03, -0.02, -0.02], [0.09, 0.08, -0.10], [-0.07, -0.03, 0.00], [0.08, 0.05, -0.02], [0.05, 0.09, -0.14], [0.07, 0.06, 0.00], [0.05, -0.05, 0.06], [0.03, -0.18, -0.03], [0.07, -0.08, 0.07], [-0.04, -0.12, -0.06], [0.03, 0.04, 0.05], [-0.02, -0.06, 0.05], [0.08, -0.05, 0.02], [0.10, 0.11, 0.08], [-0.04, 0.00, 0.02], [0.00, 0.03, -0.01], [0.03, 0.04, -0.10], [0.23, -0.05, -0.08], [-0.01, -0.09, -0.05], [-0.21, 0.07, 0.07], [-0.13, -0.09, -0.02], [0.08, 0.00, 0.05], [-0.08, 0.16, -0.01], [0.06, 0.04, 0.02], [-0.01, -0.03, 0.03], [0.03, -0.03, -0.03], [-0.15, -0.15, 0.00], [-0.06, -0.04, -0.05], [-0.07, 0.07, -0.05], [0.20, 0.01, -0.06], [-0.24, -0.23, 0.03], [0.02, 0.01, 0.04], [-0.02, 0.05, 0.09], [0.00, -0.05, -0.12], [0.04, 0.03, 0.01], [0.06, 0.10, -0.02], [-0.06, -0.03, 0.06], [-0.03, 0.01, 0.04], [-0.05, 0.02, -0.03], [0.06, 0.07, 0.04], [0.07, 0.04, -0.06], [-0.02, -0.04, -0.02], [-0.04, -0.02, -0.04], [0.00, -0.02, 0.05], [-0.12, 0.09, -0.07], [0.26, -0.06, 0.06], [-0.02, 0.02, 0.04], [-0.04, 0.00, 0.09], [0.05, -0.02, -0.11], [-0.08, 0.03, 0.03], [-0.13, 0.04, -0.05], [0.04, -0.01, 0.05], [0.01, -0.01, 0.02], [0.01, -0.05, -0.01], [-0.08, 0.02, 0.03], [-0.05, 0.02, -0.06], [0.05, 0.00, -0.02], [0.04, -0.05, -0.04], [0.03, 0.01, 0.08]],
  "lowdin_spin": [0.000, 0.000, 0.000, 0.000, 0.000, 0.002, 0.001, 0.000, 0.000, 0.000, 0.000, 0.000, 0.000, 0.000, 0.017, 0.024, -0.002, 0.007, 0.387, 0.511, 0.025, -0.001, 0.002, 0.018, 0.000, 0.000, 0.000, 0.000, 0.000, 0.000, 0.002, 0.000, 0.000, 0.000, 0.000, 0.000, 0.000, 0.000, 0.000, 0.000, 0.000, 0.000, 0.000, 0.000, 0.001, 0.001, 0.000, 0.000, 0.000, 0.002, 0.000, 0.000, 0.000, 0.000, 0.000, 0.000, 0.000, 0.001, 0.002, 0.001, 0.000, 0.000, 0.000, 0.000, 0.000, 0.000, 0.000, 0.000, 0.000, 0.000, 0.000, 0.000, 0.000, 0.000, 0.000, 0.000, 0.000, 0.000, 0.000, 0.000, 0.000, 0.000, 0.000, 0.000, 0.000, 0.000, 0.000, 0.000, 0.000, 0.000]
}


Computed E (eV) in order:
-91156.3386 -50806.0013